1.
ORCA calculation (ωB97M-V/def2-TZVPD) on a molecular structure, C7H14AuN4O7P2S.

XYZ file:
```
36
Properties=species:S:1:pos:R:3:nbo_charge:R:1
Au -1.129 -1.319 0.230 0.829
O -0.804 -0.453 -4.154 -1.040
P 0.092 -0.214 -2.848 2.553
O 1.405 0.392 -3.199 -1.172
O 0.071 -1.405 -1.931 -1.237
O -0.792 0.957 -2.088 -1.131
P -2.380 0.874 -1.826 2.558
O -2.663 2.345 -1.209 -1.003
O -3.072 0.728 -3.139 -1.179
O -2.656 -0.129 -0.734 -1.194
H -1.724 -0.149 -4.022 0.530
H -2.921 2.913 -1.941 0.495
C -1.480 3.945 2.152 -0.598
C -0.442 4.044 1.040 -0.439
C 0.275 2.746 0.818 0.038
N 0.013 1.660 1.452 -0.280
N 0.740 0.570 1.002 -0.398
C 1.551 0.885 0.037 0.242
N 2.360 -0.016 -0.612 -0.840
S 1.491 2.558 -0.408 0.346
H -1.962 4.911 2.306 0.193
H -1.020 3.628 3.088 0.209
H -2.240 3.207 1.895 0.233
H 0.290 4.827 1.259 0.202
H -0.932 4.321 0.102 0.226
H 2.034 -0.952 -0.396 0.390
H 2.289 0.090 -1.631 0.444
C 2.526 -4.682 1.733 -0.590
C 1.021 -4.947 1.599 -0.504
C 0.250 -3.705 1.536 0.384
N -0.352 -2.732 1.476 -0.424
H 3.078 -5.608 1.581 0.213
H 2.765 -4.292 2.721 0.216
H 2.858 -3.957 0.991 0.231
H 0.649 -5.538 2.435 0.242
H 0.809 -5.505 0.687 0.255
```

Summary:
charge: -1

***

2.
ORCA calculation (ωB97M-V/def2-TZVPD) on 2 unconnected molecules or ions with the total composition C7H14BF4NO.

XYZ file:
```
28
Properties=species:S:1:pos:R:3:nbo_charge:R:1
F -1.986 -1.126 1.613 -0.376
C -1.648 0.098 1.043 0.057
C -0.193 0.402 1.263 -0.420
C 0.124 0.552 2.768 -0.824
B -0.311 1.919 3.347 0.619
C -0.060 2.339 4.876 0.714
F -0.139 3.681 5.093 -0.335
F 1.126 1.935 5.394 -0.334
F -1.040 1.760 5.632 -0.334
H -2.276 0.852 1.518 0.149
H -1.870 0.075 -0.019 0.187
H -0.005 1.361 0.778 0.201
H 0.440 -0.328 0.779 0.233
H -0.391 -0.239 3.317 0.276
H 1.186 0.387 2.951 0.260
H -0.896 2.713 2.681 -0.074
C -0.728 -1.991 -3.730 -0.722
C 0.103 -1.370 -2.632 0.682
O -0.311 -1.271 -1.488 -0.641
N 1.343 -0.923 -2.964 -0.614
C 1.996 -0.960 -4.259 -0.411
H -1.679 -2.295 -3.305 0.248
H -0.910 -1.275 -4.531 0.226
H -0.230 -2.867 -4.145 0.227
H 1.847 -0.523 -2.189 0.399
H 2.918 -1.541 -4.203 0.199
H 2.243 0.050 -4.589 0.198
H 1.347 -1.415 -4.998 0.212
```

Summary:
SMILES: FCCCBC(F)(F)F.CNC(C)=O
charge: 0

***

3.
ORCA calculation (ωB97M-V/def2-TZVPD) on 2 unconnected molecules or ions with the total composition C7H14BN2O2 in a non-equilibrium geometry.

XYZ file:
```
26
Properties=species:S:1:pos:R:3:nbo_charge:R:1
B 0.253 1.655 0.564 1.184
C 1.016 -4.458 -0.428 -0.072
C 0.603 -3.606 -1.447 -0.244
C 1.018 -4.006 0.884 -0.248
C 0.376 -2.304 -1.160 0.082
C 0.855 -2.701 1.152 0.093
C -0.450 3.375 -1.284 -0.426
C -2.078 2.895 0.693 -0.407
N 0.581 -1.825 0.128 -0.442
N -0.590 3.048 0.133 -0.579
O 1.222 2.026 1.462 -0.925
O -0.223 0.524 0.245 -1.039
H 1.154 -5.446 -0.680 0.236
H 0.373 -4.055 -2.475 0.260
H 1.297 -4.514 1.741 0.246
H 0.082 -1.571 -1.928 0.244
H 0.626 3.601 -1.323 0.226
H -0.714 2.483 -1.999 0.237
H -1.090 4.283 -1.518 0.221
H -1.981 2.888 1.800 0.229
H -2.716 3.720 0.309 0.221
H -2.297 1.918 0.265 0.239
H 0.164 -0.865 0.095 0.489
H -0.176 3.791 0.703 0.420
H 1.811 1.426 1.868 0.509
H 0.886 -2.281 2.200 0.244
```

Summary:
relative energy (zero: lowest compared OMol25 entry of this formula, charge and spin): 0.000 eV
charge: +1

***

Per-record E_HOMO, eV: -5.3, -9.9, -13.4
Per-record frontier orbital gap, eV: 7.7062, 9.8856, 9.6665
Per-record E, eV: -60893.6536, -22570.1509, -15233.7522